DFT (ωB97M-V/def2-TZVPD) results for a gas-phase ion, C2HBrFOS2 (charge -1).

Computed properties:
SMILES ... [O-]/C(=C\Br)SSF
Lowest unoccupied orbital energy ... 3.341 eV
Highest occupied orbital energy ... -3.67 eV
HOMO-LUMO gap ... 0.258 Eh

Structure (ORCA input):
```
! wB97M-V def2-TZVPD RIJCOSX def2/J DEFGRID3
* xyz -1 1
O -0.756 1.934 -0.610
C -0.492 0.707 -0.402
C -1.226 -0.374 -0.099
Br -3.032 -0.267 0.367
S 1.279 0.220 -0.950
S 2.088 -0.914 0.427
F 2.990 0.142 1.504
H -0.852 -1.449 -0.237
*
```


DFT (ωB97M-V/def2-TZVPD) results for C3H7NO2 in the gas phase.

Computed properties:
SMILES ... C=C(N)OCO
Lowest unoccupied orbital energy ... 0.891 eV
Highest occupied orbital energy ... -8.26 eV
HOMO-LUMO gap ... 0.336 Eh

Structure (ORCA input):
```
! wB97M-V def2-TZVPD RIJCOSX def2/J DEFGRID3
* xyz 0 1
C 1.243 -0.985 0.222
C 0.666 0.199 0.444
N 0.891 1.024 1.534
O -0.163 0.736 -0.493
C -0.998 -0.191 -1.210
O -2.304 0.131 -0.878
H 1.766 -1.524 0.994
H 1.240 -1.367 -0.790
H 1.387 0.563 2.284
H 0.138 1.618 1.852
H -0.759 -0.045 -2.272
H -0.851 -1.247 -0.950
H -2.255 1.085 -0.737
*
```


DFT (ωB97M-V/def2-TZVPD) results for C6H6BrNO2 in the gas phase.

Computed properties:
SMILES ... C=C/C=C\C=C(\Br)[N+](=O)[O-]
Lowest unoccupied orbital energy ... -0.858 eV
Highest occupied orbital energy ... -9.54 eV
HOMO-LUMO gap ... 0.319 Eh

Structure (ORCA input):
```
! wB97M-V def2-TZVPD RIJCOSX def2/J DEFGRID3
* xyz 0 1
C -0.258 0.675 -1.674
C -1.385 0.640 -0.915
C -1.707 0.020 0.398
C -0.921 -0.194 1.420
C 0.391 0.385 1.185
C 1.381 -0.122 0.421
Br 2.875 0.925 -0.056
N 1.579 -1.507 -0.014
O 0.952 -2.396 0.502
O 2.469 -1.701 -0.797
H 0.460 0.007 -1.616
H -0.200 1.363 -2.499
H -2.225 1.317 -1.142
H -2.719 -0.177 0.413
H -1.260 -0.388 2.438
H 0.567 1.153 1.935
*
```


DFT (ωB97M-V/def2-TZVPD) results for C4H6ClN in the gas phase.

Computed properties:
SMILES ... ClN1C=CCC1
Lowest unoccupied orbital energy ... 1.048 eV
Highest occupied orbital energy ... -7.97 eV
HOMO-LUMO gap ... 0.331 Eh

Structure (ORCA input):
```
! wB97M-V def2-TZVPD RIJCOSX def2/J DEFGRID3
* xyz 0 1
Cl 3.209 0.094 -0.160
N 1.621 -0.148 0.451
C 0.956 -1.362 0.209
C -0.298 -1.138 -0.042
C -0.592 0.303 -0.189
C 0.660 0.956 0.288
H 1.421 -2.336 0.087
H -0.948 -1.988 -0.117
H -0.879 0.606 -1.194
H -1.407 0.739 0.475
H 1.121 1.470 -0.441
H 0.576 1.501 1.180
*
```


DFT (ωB97M-V/def2-TZVPD) results for CH3NOP2S in the gas phase.

Computed properties:
Lowest unoccupied orbital energy ... -1.598 eV
Highest occupied orbital energy ... -8.99 eV
HOMO-LUMO gap ... 0.272 Eh

Structure (ORCA input):
```
! wB97M-V def2-TZVPD RIJCOSX def2/J DEFGRID3
* xyz 0 1
C 0.948 0.651 -0.354
N -0.133 1.344 -0.307
O -2.145 -0.140 -0.091
P -1.687 1.367 -0.049
P -0.616 -1.904 0.529
S 0.729 -1.325 -0.842
H 1.628 0.870 -1.175
H 1.427 0.495 0.573
H -0.153 -1.358 1.716
*
```


DFT (ωB97M-V/def2-TZVPD) results for 2 unconnected molecules or ions with the total composition C3H11NOS.

Computed properties:
SMILES ... C[C@@H](N)CS.O
Lowest unoccupied orbital energy ... 0.931 eV
Highest occupied orbital energy ... -8.95 eV
HOMO-LUMO gap ... 0.363 Eh

Structure (ORCA input):
```
! wB97M-V def2-TZVPD RIJCOSX def2/J DEFGRID3
* xyz 0 1
C 0.341 2.660 -0.390
C -0.238 1.294 -0.242
N -0.258 0.636 -1.533
C 0.480 0.387 0.823
S -0.492 -0.991 1.596
H 0.310 3.265 0.565
H -0.238 3.215 -1.135
H 1.369 2.775 -0.764
H -1.365 1.274 0.001
H -0.403 1.396 -2.183
H 0.737 0.285 -1.779
H 1.487 0.064 0.513
H 0.596 1.047 1.691
H -1.537 -0.879 0.689
O 0.509 -2.621 -1.412
H 0.366 -3.450 -1.773
H 0.787 -2.675 -0.480
*
```


DFT (ωB97M-V/def2-TZVPD) results for a molecular structure, C7H11P.

Computed properties:
Lowest unoccupied orbital energy ... -0.233 eV
Highest occupied orbital energy ... -8.44 eV
HOMO-LUMO gap ... 0.302 Eh

Structure (ORCA input):
```
! wB97M-V def2-TZVPD RIJCOSX def2/J DEFGRID3
* xyz 0 1
C -0.136 -3.943 0.475
C -0.323 -3.021 1.261
C 0.317 0.484 2.990
C 0.917 -0.066 2.029
C -0.774 1.487 -1.851
C -0.205 0.498 -0.814
C 1.326 0.387 -0.763
P 1.770 -0.803 0.684
H 0.051 -4.695 -0.262
H -0.031 1.018 3.801
H -0.463 -2.457 2.089
H 3.498 -0.562 0.204
H -1.873 1.580 -1.557
H -0.332 2.481 -1.851
H -0.668 1.138 -2.814
H -0.429 0.992 0.084
H -0.803 -0.434 -0.906
H 1.774 -0.161 -1.633
H 1.791 1.343 -0.943
*
```


DFT (ωB97M-V/def2-TZVPD) results for a gas-phase ion, C9H10Br2N (charge +1).

Computed properties:
Lowest unoccupied orbital energy (alpha / beta) ... -3.860 / -4.931 eV
Highest occupied orbital energy (alpha / beta) ... -12.90 / -11.78 eV
HOMO-LUMO gap (alpha / beta) ... 0.332 / 0.252 Eh

Structure (ORCA input):
```
! wB97M-V def2-TZVPD RIJCOSX def2/J DEFGRID3
* xyz 1 1
C 2.530 1.029 0.218
C 2.480 -0.200 0.826
C 1.534 1.345 -0.721
C 1.390 -1.060 0.677
C 0.358 0.557 -0.761
C 0.287 -0.615 -0.064
C -0.731 0.933 -1.788
C -2.087 0.932 -1.287
C -1.029 -1.278 0.205
N -1.504 -1.188 1.556
Br -2.449 1.727 0.384
Br -1.349 -3.032 -0.510
H 3.310 1.687 0.470
H 3.220 -0.490 1.478
H 1.576 2.376 -1.105
H 1.575 -2.026 1.032
H -0.499 1.988 -2.167
H -0.709 0.164 -2.477
H -3.041 0.555 -1.868
H -0.678 -0.939 2.246
H -2.005 -2.118 1.795
H -2.179 -0.347 1.862
*
```


DFT (ωB97M-V/def2-TZVPD) results for 2 unconnected molecules or ions with the total composition C4H4INO2.

Computed properties:
Lowest unoccupied orbital energy ... -0.176 eV
Highest occupied orbital energy ... -7.97 eV
HOMO-LUMO gap ... 0.286 Eh

Structure (ORCA input):
```
! wB97M-V def2-TZVPD RIJCOSX def2/J DEFGRID3
* xyz 0 1
C -1.008 -1.568 -0.323
C 0.986 -0.860 -1.645
C -0.946 0.659 0.639
C 0.301 1.450 0.667
N -0.802 -0.542 0.228
O 1.631 -1.361 -0.846
O 0.482 -0.254 -2.475
I -0.865 -3.434 0.511
H -1.931 0.846 1.005
H 0.851 1.649 -0.199
H 1.022 0.991 1.353
H 0.278 2.425 1.085
*
```


DFT (ωB97M-V/def2-TZVPD) results for C12H12N2O3S in the gas phase.

Computed properties:
Lowest unoccupied orbital energy ... -0.473 eV
Highest occupied orbital energy ... -8.46 eV
HOMO-LUMO gap ... 0.294 Eh

Structure (ORCA input):
```
! wB97M-V def2-TZVPD RIJCOSX def2/J DEFGRID3
* xyz 0 1
O 2.555 -0.215 0.742
O 1.398 3.413 -3.416
O -3.656 -2.339 3.529
C 1.593 0.092 0.040
C 1.681 2.433 -2.763
C 1.812 0.849 -1.232
C 2.797 0.587 -2.148
C 0.101 -0.905 1.815
C -0.865 -0.397 -0.328
C -1.135 -1.300 2.307
C -2.109 -0.920 0.132
C 0.248 -0.416 0.522
C -2.271 -1.329 1.453
N 1.078 1.947 -1.681
N 2.635 1.546 -3.127
S -3.937 -1.689 2.200
C 3.756 -0.588 -2.120
C -4.333 -0.020 2.777
H 0.920 -0.931 2.563
H -0.803 0.006 -1.329
H -1.187 -1.664 3.333
H -2.952 -0.906 -0.534
H 0.643 2.627 -1.101
H 3.301 1.775 -3.871
H 3.707 -1.050 -3.114
H 3.436 -1.293 -1.336
H 4.796 -0.298 -1.958
H -3.423 0.428 3.156
H -5.108 -0.041 3.546
H -4.677 0.597 1.942
*
```


DFT (ωB97M-V/def2-TZVPD) results for C7H9Cl2N in the gas phase.

Computed properties:
SMILES ... CC1=C(Cl)N=C(Cl)C1(C)C
Lowest unoccupied orbital energy ... 0.499 eV
Highest occupied orbital energy ... -8.23 eV
HOMO-LUMO gap ... 0.321 Eh

Structure (ORCA input):
```
! wB97M-V def2-TZVPD RIJCOSX def2/J DEFGRID3
* xyz 0 1
C -0.354 -2.044 -0.313
C 0.455 -0.836 -0.040
C 1.882 -0.820 -0.011
Cl 2.987 -2.086 0.029
N 2.302 0.469 0.056
C 1.313 1.221 -0.021
Cl 1.387 2.861 -0.007
C -0.031 0.530 0.053
C -0.656 0.873 1.373
C -1.005 0.901 -1.086
H 0.190 -3.005 -0.097
H -0.716 -2.149 -1.327
H -1.413 -1.789 0.272
H -1.387 0.063 1.735
H -1.359 1.722 1.235
H 0.108 1.266 2.163
H -0.579 0.640 -1.980
H -1.182 1.948 -0.996
H -1.941 0.235 -1.038
*
```


DFT (ωB97M-V/def2-TZVPD) results for 2 unconnected molecules or ions with the total composition C5H11N.

Computed properties:
SMILES ... C=CC.C=CN
Lowest unoccupied orbital energy ... 1.026 eV
Highest occupied orbital energy ... -8.38 eV
HOMO-LUMO gap ... 0.346 Eh

Structure (ORCA input):
```
! wB97M-V def2-TZVPD RIJCOSX def2/J DEFGRID3
* xyz 0 1
C -3.555 -1.916 1.127
C -2.673 -2.609 0.410
C -1.195 -2.984 0.516
H -4.610 -1.962 0.868
H -3.091 -1.188 1.760
H -3.072 -3.177 -0.436
H -0.488 -2.165 0.413
H -0.916 -3.647 -0.281
H -0.970 -3.570 1.447
C 3.637 2.548 -0.495
C 2.376 2.847 -0.230
N 1.480 3.143 -1.287
H 4.122 2.572 -1.473
H 4.450 2.281 0.149
H 1.828 2.755 0.703
H 1.838 3.197 -2.229
H 0.839 3.875 -0.962
*
```